C61H42N11O2PbTe2 | ωB97M-V/def2-TZVPD

Calculated values
LUMO energy = 0.046 hartree
Frontier orbital gap = 4.37 eV
Max |F| = 0.0370 Eh/bohr

```
! wB97M-V def2-TZVPD RIJCOSX def2/J DEFGRID3
* xyz -1 1
Pb -0.291 0.182 0.283
C 0.784 0.959 -6.393
C 1.854 0.358 -5.747
C 1.652 -0.298 -4.548
C 0.384 -0.342 -3.986
C 0.091 -0.985 -2.694
N 0.887 -1.987 -2.358
C 0.957 -2.548 -1.161
C 1.577 -3.850 -0.946
C 2.068 -4.813 -1.809
C 2.628 -5.953 -1.256
C 2.665 -6.136 0.123
C 2.144 -5.192 0.991
C 1.612 -4.032 0.452
C 0.984 -2.853 1.027
N 0.793 -2.685 2.311
C -0.031 -1.774 2.827
N -0.922 -1.025 2.139
C -1.797 -0.441 2.988
N -2.950 0.127 2.645
C -3.347 0.314 1.414
N -2.629 0.181 0.255
C -3.400 0.492 -0.799
N -3.098 0.590 -2.073
C -1.799 0.382 -2.622
N -0.954 -0.562 -2.016
C -0.689 0.280 -4.630
C -0.487 0.926 -5.843
C -4.736 0.861 -0.319
C -5.886 1.288 -0.958
C -6.979 1.623 -0.178
C -6.937 1.509 1.210
C -5.796 1.067 1.856
C -4.690 0.757 1.082
C -1.366 -0.692 4.342
C -1.777 -0.215 5.580
C -1.069 -0.607 6.699
C 0.021 -1.475 6.600
C 0.436 -1.965 5.378
C -0.248 -1.561 4.239
N 0.654 -1.996 0.013
H 0.942 1.472 -7.333
H 2.841 0.400 -6.185
H 2.462 -0.790 -4.031
H 2.009 -4.678 -2.880
H 3.033 -6.721 -1.902
H 3.108 -7.040 0.518
H 2.156 -5.344 2.059
H -1.325 1.394 -6.339
H -5.926 1.351 -2.033
H -7.889 1.975 -0.647
H -7.815 1.774 1.786
H -5.750 0.973 2.930
H -2.616 0.462 5.648
H -1.352 -0.229 7.673
H 0.549 -1.761 7.501
H 1.284 -2.628 5.296
Te -0.140 3.049 1.702
C 2.340 0.933 4.010
Te 2.441 0.685 1.847
C 3.647 -1.003 2.510
C 4.324 -0.511 3.739
C 5.573 -0.966 4.126
C 6.216 -0.406 5.219
C 5.602 0.606 5.935
C 4.333 1.039 5.576
C 3.686 0.487 4.483
H 1.569 0.278 4.420
H 2.110 1.956 4.306
H 4.357 -1.318 1.750
H 2.972 -1.833 2.723
H 6.054 -1.742 3.547
H 7.203 -0.748 5.498
H 6.117 1.074 6.764
H 3.849 1.828 6.138
O -1.926 0.253 -4.049
C -1.482 1.820 -2.329
N -1.936 2.865 -3.054
C -1.895 4.074 -2.242
C -1.235 3.491 -0.981
O -0.964 4.151 0.040
N -0.980 2.214 -1.157
C -3.240 4.657 -1.892
C -3.276 5.811 -1.118
C -4.488 6.374 -0.768
C -5.674 5.795 -1.188
C -5.642 4.631 -1.936
C -4.431 4.055 -2.279
C -0.946 5.025 -2.949
C -1.414 5.903 -3.919
C -0.522 6.662 -4.658
C 0.840 6.549 -4.440
C 1.310 5.683 -3.467
C 0.422 4.919 -2.733
H -2.538 2.741 -3.850
H -2.352 6.255 -0.780
H -4.506 7.272 -0.168
H -6.617 6.254 -0.933
H -6.566 4.172 -2.257
H -4.418 3.128 -2.833
H -2.476 5.976 -4.103
H -0.893 7.336 -5.418
H 1.537 7.134 -5.023
H 2.370 5.592 -3.282
H 0.791 4.225 -1.993
N 2.894 0.655 -1.140
C 4.124 0.033 -0.984
C 5.209 0.749 -0.476
C 6.422 0.122 -0.269
C 6.564 -1.232 -0.532
C 5.483 -1.952 -1.016
C 4.275 -1.327 -1.256
H 2.935 1.656 -1.262
H 2.242 0.189 -1.753
H 5.091 1.799 -0.246
H 7.258 0.694 0.110
H 7.510 -1.723 -0.355
H 5.578 -3.010 -1.218
H 3.437 -1.892 -1.635
*
```